5 unconnected molecules or ions with the total composition C60H41BrNO9 in a non-equilibrium geometry, computed with wB97M-V/def2-TZVPD.

```
112
Properties=species:S:1:pos:R:3
Br -5.660 2.311 -10.365
C -4.308 0.883 -10.908
C -4.419 0.778 -12.546
N -3.109 0.505 -13.251
C -2.278 -0.351 -12.277
C -1.877 0.640 -11.034
O -3.005 1.344 -10.405
H -4.687 -0.128 -10.398
H -5.139 -0.122 -12.779
H -4.921 1.775 -12.970
H -3.191 0.023 -14.173
H -2.573 1.391 -13.385
H -1.272 -0.585 -12.865
H -2.854 -1.312 -11.935
H -1.169 1.482 -11.498
H -1.200 0.030 -10.278
C 1.270 -2.228 -3.019
C 2.552 -1.750 -2.752
C 3.000 -0.575 -3.358
C 2.167 0.117 -4.245
C 0.894 -0.374 -4.532
C 0.440 -1.543 -3.908
C 0.025 0.321 -5.503
O -1.094 -0.108 -5.753
C 0.529 1.535 -6.177
C -0.261 2.171 -7.143
C 0.202 3.327 -7.775
C 1.448 3.855 -7.438
C 2.240 3.221 -6.479
C 1.783 2.052 -5.855
C 2.643 1.368 -4.869
O 3.740 1.829 -4.575
H 0.917 -3.138 -2.539
H 3.204 -2.290 -2.068
H 4.001 -0.205 -3.141
H -0.558 -1.926 -4.116
H -1.236 1.767 -7.409
H -0.411 3.817 -8.528
H 1.806 4.760 -7.924
H 3.213 3.636 -6.225
C 4.905 -4.425 5.545
C 4.693 -5.160 4.380
C 4.595 -4.507 3.150
C 4.698 -3.112 3.087
C 4.885 -2.375 4.255
C 5.001 -3.034 5.486
C 4.946 -0.900 4.207
O 5.114 -0.252 5.232
C 4.791 -0.217 2.907
C 4.789 1.183 2.854
C 4.657 1.836 1.627
C 4.537 1.095 0.451
C 4.534 -0.299 0.501
C 4.651 -0.957 1.733
C 4.611 -2.432 1.780
O 4.501 -3.083 0.747
H 4.990 -4.934 6.503
H 4.605 -6.244 4.427
H 4.435 -5.089 2.243
H 5.161 -2.466 6.401
H 4.885 1.768 3.767
H 4.649 2.923 1.589
H 4.441 1.604 -0.506
H 4.435 -0.871 -0.420
C 1.610 -2.091 5.851
C 0.641 -1.138 6.167
C -0.713 -1.441 6.012
C -1.099 -2.696 5.528
C -0.130 -3.640 5.188
C 1.227 -3.340 5.361
C -0.525 -4.949 4.630
O 0.325 -5.779 4.335
C -1.958 -5.239 4.424
C -2.343 -6.454 3.841
C -3.697 -6.742 3.655
C -4.668 -5.825 4.058
C -4.286 -4.612 4.633
C -2.928 -4.314 4.807
C -2.534 -3.014 5.384
O -3.386 -2.205 5.734
H 2.664 -1.858 5.980
H 0.940 -0.160 6.537
H -1.463 -0.694 6.266
H 1.989 -4.077 5.111
H -1.592 -7.176 3.527
H -3.994 -7.683 3.198
H -5.722 -6.052 3.919
H -5.049 -3.898 4.940
C -3.472 0.868 5.660
C -4.069 1.456 6.776
C -3.945 2.829 6.992
C -3.213 3.617 6.095
C -2.597 3.025 4.993
C -2.736 1.650 4.769
C -1.780 3.838 4.068
O -1.241 3.320 3.098
C -1.616 5.281 4.334
C -0.798 6.052 3.498
C -0.648 7.420 3.734
C -1.320 8.023 4.798
C -2.131 7.256 5.636
C -2.272 5.880 5.409
C -3.103 5.071 6.322
O -3.690 5.599 7.259
H -3.576 -0.201 5.487
H -4.632 0.844 7.478
H -4.418 3.281 7.862
H -2.269 1.183 3.903
H -0.273 5.590 2.664
H -0.008 8.016 3.087
H -1.209 9.090 4.978
H -2.649 7.732 6.467
```

Output
- net charge = +1


A molecular structure, C60H41IN5Na, computed with wB97M-V/def2-TZVPD.

```
108
Properties=species:S:1:pos:R:3
Na 0.085 -0.425 -0.068
C -7.079 -2.121 2.620
C -6.447 -0.954 3.029
C -5.188 -0.638 2.542
C -4.550 -1.473 1.627
C -5.192 -2.639 1.221
C -6.446 -2.964 1.718
C -3.197 -1.124 1.100
C -3.101 -0.977 -0.267
C -4.216 -0.931 -1.190
C -3.700 -0.782 -2.433
C -2.263 -0.736 -2.267
N -1.917 -0.856 -1.011
C -0.739 0.740 -3.779
C 0.470 1.139 -2.993
C 1.070 2.366 -2.949
C 2.224 2.232 -2.150
C 2.334 0.927 -1.739
C 3.425 0.449 -0.856
C 4.755 0.289 -1.424
C 5.761 -0.447 -0.763
C 7.032 -0.594 -1.289
C 7.360 -0.058 -2.527
C 6.365 0.611 -3.233
C 5.099 0.777 -2.704
C 3.175 0.342 0.511
N 1.962 0.116 1.040
C 2.049 0.223 2.411
C 1.074 -0.032 3.337
C 1.424 0.076 4.779
C 0.743 0.970 5.607
C 1.063 1.082 6.950
C 2.065 0.293 7.503
C 2.740 -0.611 6.696
C 2.418 -0.719 5.349
C -0.298 -0.509 3.087
C -1.085 -1.184 4.054
C -2.286 -1.491 3.436
C -2.187 -1.010 2.110
N -0.970 -0.406 1.924
C 3.437 0.610 2.744
C 4.136 0.624 1.602
N 1.220 0.244 -2.251
C -0.366 0.883 -5.261
C 0.680 0.060 -5.707
C 1.134 0.124 -7.008
C 0.558 1.014 -7.911
C -0.470 1.828 -7.483
C -0.928 1.764 -6.168
H -8.060 -2.373 3.004
H -6.934 -0.286 3.729
H -4.684 0.264 2.865
H -4.692 -3.287 0.513
H -6.928 -3.880 1.397
H -5.258 -0.983 -0.917
H -4.221 -0.709 -3.371
H 0.679 3.257 -3.412
H 2.917 3.006 -1.861
H 5.522 -0.950 0.165
H 7.766 -1.166 -0.732
H 8.350 -0.186 -2.947
H 6.574 1.011 -4.219
H 4.350 1.297 -3.285
H -0.039 1.586 5.184
H 0.525 1.796 7.563
H 2.313 0.379 8.555
H 3.516 -1.242 7.114
H 2.934 -1.436 4.722
H -0.794 -1.414 5.067
H -3.122 -2.026 3.859
H 3.796 0.862 3.729
H 5.169 0.901 1.467
H 1.125 -0.643 -5.017
H 1.941 -0.527 -7.321
H 0.914 1.067 -8.933
H -0.932 2.528 -8.169
H -1.738 2.409 -5.861
I -2.304 2.209 -3.243
C -1.268 -0.707 -3.452
C -1.978 -1.251 -4.670
C -2.064 -2.592 -4.857
C -1.334 -3.519 -4.090
C -0.280 -3.026 -3.298
C 0.680 -3.899 -2.716
C 1.739 -3.422 -1.995
C 1.941 -2.048 -1.831
C 1.029 -1.177 -2.406
C -0.102 -1.624 -3.094
H -2.520 -0.557 -5.301
H -2.696 -2.959 -5.664
H -1.409 -4.584 -4.269
H 0.543 -4.966 -2.854
H 2.444 -4.113 -1.545
H 2.789 -1.675 -1.281
N -0.740 2.531 1.600
C -1.124 2.940 2.863
C -2.208 2.315 3.499
C -2.640 2.746 4.739
C -2.011 3.800 5.392
C -0.932 4.416 4.772
C -0.494 3.999 3.526
H -0.965 1.546 1.437
H 0.223 2.727 1.364
H -2.676 1.467 3.014
H -3.467 2.230 5.213
H -2.346 4.125 6.370
H -0.415 5.231 5.267
H 0.356 4.482 3.056
```

Output
- net charge = -2
- ΔE to the lowest compared entry with this formula, charge and spin (kcal/mol) = 0.0


Number 1: E -5616.71251 hartree, orbital gap 6.64 eV. Number 2: E -3044.89155 hartree, orbital gap 4.38 eV.